[1]
Entry from the Open Molecules 2025 dataset: an isolated ion of composition C21H40NO3 and charge +1 at a distorted geometry (ωB97M-V with the def2-TZVPD basis set).

The LUMO energy comes out at -0.0861 Eh. The structure (SMILES) is CC(C)CCOC(=O)C[N+](C)(C)CCO[C@H]1C[C@H]2CC[C@]1(C)C2(C)C. The net charge is +1. Its strongest force on any atom is 1.2 eV/Å. The orbital gap comes out at 10.4 eV. Its total energy is -30053.066 eV. The HOMO energy is -12.704 eV. For the energy relative to the best compared isomer or geometry (same formula, charge and spin), the calculation gives 3.9 kcal/mol. Its multiplicity is 1.

Geometry as XYZ:
```
65
C21H40NO3 | the Open Molecules 2025 dataset | ωB97M-V with the def2-TZVPD basis set
C 5.046 -4.912 0.659
H 5.275 -3.852 0.743
H 5.445 -5.274 -0.285
H 5.551 -5.437 1.465
C 3.537 -5.141 0.723
C 2.853 -4.444 -0.452
H 3.306 -4.764 -1.387
H 1.794 -4.689 -0.489
H 2.969 -3.364 -0.370
C 3.007 -4.650 2.075
C 1.564 -5.041 2.377
H 1.387 -6.095 2.162
H 1.331 -4.825 3.424
O 0.610 -4.341 1.551
C 0.307 -3.109 1.867
O 0.709 -2.480 2.808
C -0.705 -2.576 0.827
N -1.008 -1.126 0.912
C -1.669 -0.826 2.197
H -1.786 0.250 2.304
H -1.049 -1.189 3.014
H -2.644 -1.307 2.241
C 0.239 -0.340 0.821
H 0.846 -0.507 1.708
H 0.806 -0.635 -0.061
H -0.018 0.716 0.744
C -1.895 -0.785 -0.244
H -2.677 -1.543 -0.318
H -1.284 -0.825 -1.148
C -2.601 0.586 -0.171
O -1.737 1.680 -0.061
C -1.355 2.288 -1.299
H -0.884 1.514 -1.922
C -2.523 2.973 -2.043
H -2.727 2.501 -3.004
H -3.435 2.940 -1.446
C -2.036 4.419 -2.209
H -2.548 4.958 -3.004
C -2.145 5.083 -0.833
H -1.977 6.156 -0.904
H -3.130 4.933 -0.394
C -1.035 4.379 -0.029
H -0.313 5.084 0.378
H -1.436 3.800 0.800
C -0.364 3.450 -1.059
C 1.038 3.021 -0.671
H 1.056 2.638 0.347
H 1.707 3.876 -0.716
H 1.417 2.255 -1.345
C -0.514 4.251 -2.381
C 0.253 5.574 -2.401
H 0.194 6.116 -1.465
H -0.148 6.210 -3.187
H 1.302 5.393 -2.622
C -0.110 3.501 -3.651
H -0.668 2.584 -3.812
H -0.277 4.143 -4.512
H 0.949 3.256 -3.618
H -3.274 0.621 0.691
H -3.219 0.659 -1.073
H -1.627 -3.149 0.960
H -0.303 -2.810 -0.162
H 3.107 -3.564 2.141
H 3.618 -5.083 2.869
H 3.346 -6.217 0.647
```



[2]
Entry from the Open Molecules 2025 dataset: a 2-piece molecular cluster, F2H2NP overall at a distorted geometry (ωB97M-V with the def2-TZVPD basis set).

The LUMO energy comes out at -0.0231 Eh. The structure (SMILES) is [H]/N=P\F.F. Its strongest force on any atom is 2.6 eV/Å. The orbital gap comes out at 11.5 eV. Its total energy is -16246.721 eV. The HOMO energy is -12.167 eV. For the energy relative to the best compared isomer or geometry (same formula, charge and spin), the calculation gives 39.4 kcal/mol. Its multiplicity is 1.

Geometry as XYZ:
```
6
F2H2NP | the Open Molecules 2025 dataset | ωB97M-V with the def2-TZVPD basis set
N 0.642 -0.283 0.070
F 0.177 2.375 -0.341
F -1.207 -2.086 0.162
P -0.867 -0.534 -0.048
H -0.039 1.530 -0.139
H 1.294 -1.003 0.295
```



[3]
Entry from the Open Molecules 2025 dataset: a 4-piece molecular cluster, C21H52N4O4 overall at a distorted geometry (ωB97M-V with the def2-TZVPD basis set).

The LUMO energy comes out at 0.0213 Eh. The structure (SMILES) is CC1(C)CCCC(C)(C)N1O.COC[C@H](C)N.COC[C@H](C)N.COC[C@H](C)N. Its strongest force on any atom is 4.0 eV/Å. The orbital gap comes out at 8.6 eV. Its total energy is -36764.953 eV. The HOMO energy is -8.052 eV. For the energy relative to the best compared isomer or geometry (same formula, charge and spin), the calculation gives 73.7 kcal/mol. Its multiplicity is 1.

Geometry as XYZ:
```
81
C21H52N4O4 | the Open Molecules 2025 dataset | ωB97M-V with the def2-TZVPD basis set
C -17.953 2.668 2.667
C -18.493 3.476 1.395
C -19.988 3.434 1.345
O -20.435 3.691 0.004
C -21.649 3.189 -0.257
N -18.174 4.880 1.349
H -18.205 3.130 3.622
H -16.868 2.609 2.583
H -18.443 1.716 2.874
H -18.107 2.989 0.500
H -20.540 4.099 2.009
H -20.199 2.409 1.650
H -21.457 2.166 -0.581
H -22.118 3.677 -1.111
H -22.361 3.243 0.566
H -17.188 4.958 1.141
H -18.559 5.143 0.453
C -22.539 -1.461 0.109
C -23.315 -2.225 -0.965
C -23.880 -3.517 -0.300
O -22.942 -4.363 0.433
C -22.203 -5.102 -0.433
N -24.400 -1.428 -1.649
H -23.030 -1.164 1.036
H -22.339 -0.535 -0.431
H -21.588 -1.939 0.345
H -22.580 -2.528 -1.711
H -24.445 -4.137 -0.996
H -24.493 -3.151 0.523
H -21.552 -4.594 -1.145
H -22.779 -5.959 -0.783
H -21.578 -5.600 0.307
H -24.182 -0.444 -1.711
H -24.764 -1.832 -2.499
C -22.459 2.395 3.922
C -23.618 2.376 4.937
C -24.805 1.413 4.560
O -25.113 1.593 3.118
C -25.975 0.606 2.559
N -23.176 2.101 6.275
H -22.669 3.232 3.257
H -22.428 1.524 3.267
H -21.435 2.503 4.279
H -24.086 3.349 5.087
H -25.668 1.520 5.217
H -24.338 0.430 4.623
H -25.563 -0.226 1.987
H -26.502 1.210 1.821
H -26.662 0.176 3.288
H -22.869 2.946 6.735
H -22.577 1.303 6.433
C -20.242 -6.850 -4.275
C -21.569 -6.207 -4.726
C -22.658 -6.567 -3.684
C -23.955 -5.712 -3.728
C -23.562 -4.224 -3.938
C -22.452 -3.790 -4.886
N -21.345 -4.758 -4.832
O -20.271 -4.338 -5.521
C -23.069 -3.689 -6.298
C -21.912 -2.351 -4.503
C -22.120 -6.754 -6.070
H -19.308 -6.820 -4.836
H -19.940 -6.411 -3.325
H -20.372 -7.930 -4.200
H -22.847 -7.611 -3.934
H -22.267 -6.705 -2.676
H -24.639 -6.102 -4.482
H -24.507 -5.845 -2.797
H -23.345 -3.874 -2.929
H -24.465 -3.710 -4.266
H -23.757 -2.857 -6.448
H -23.751 -4.499 -6.556
H -22.249 -3.491 -6.988
H -21.063 -2.031 -5.107
H -21.504 -2.462 -3.498
H -22.667 -1.574 -4.619
H -23.111 -6.379 -6.327
H -21.341 -6.437 -6.763
H -22.143 -7.843 -6.117
H -19.630 -4.131 -4.837
```



[4]
Entry from the Open Molecules 2025 dataset: C26H42NO2PtSbSi as an isolated structure (ωB97M-V with the def2-TZVPD basis set).

The LUMO energy comes out at 0.0027 Eh. Its strongest force on any atom is 0.9 eV/Å. The orbital gap comes out at 8.2 eV. Its total energy is -50892.545 eV. The HOMO energy is -8.166 eV. For the energy relative to the best compared isomer or geometry (same formula, charge and spin), the calculation gives 3.2 kcal/mol. Its multiplicity is 1.

Geometry as XYZ:
```
74
C26H42NO2PtSbSi | the Open Molecules 2025 dataset | ωB97M-V with the def2-TZVPD basis set
Pt 0.205 -0.484 -0.197
O -1.263 -3.094 2.674
C -0.943 -2.424 1.709
O 0.220 -1.973 1.420
C -2.033 -2.105 0.681
C -3.253 -2.756 0.737
C -4.152 -2.589 -0.301
C -3.791 -1.792 -1.377
C -2.572 -1.146 -1.349
N -1.725 -1.269 -0.322
H -3.437 -3.397 1.587
H -5.109 -3.094 -0.288
H -4.444 -1.662 -2.229
H -2.250 -0.515 -2.162
C 0.263 2.940 0.138
Si -0.361 1.611 -1.047
C -2.224 1.971 -1.008
C 0.115 2.006 -2.832
C 0.516 3.272 -3.258
C 0.786 3.535 -4.596
C 0.635 2.533 -5.543
C 0.220 1.268 -5.145
C -0.029 1.013 -3.805
H -0.181 3.910 -0.102
H 1.348 3.058 0.173
H -0.066 2.673 1.146
H -2.325 3.042 -1.208
H -2.652 1.771 -0.023
H -2.824 1.455 -1.754
H 0.633 4.070 -2.531
H 1.110 4.523 -4.900
H 0.840 2.734 -6.587
H 0.104 0.481 -5.880
H -0.303 0.006 -3.504
C 3.387 2.718 -1.091
C 3.824 1.338 -1.576
C 5.339 1.212 -1.410
C 3.483 1.186 -3.059
Sb 2.716 -0.172 -0.417
C 3.174 -2.087 -1.403
C 2.368 -2.094 -2.705
C 4.657 -2.282 -1.693
C 2.664 -3.243 -0.540
C 3.507 -0.111 1.633
C 2.550 0.824 2.375
C 3.408 -1.506 2.245
C 4.934 0.403 1.777
H 3.953 3.480 -1.639
H 3.580 2.866 -0.025
H 2.332 2.892 -1.290
H 5.810 1.913 -2.108
H 5.712 0.218 -1.650
H 5.677 1.475 -0.413
H 3.885 2.053 -3.595
H 2.409 1.160 -3.240
H 3.942 0.297 -3.491
H 2.667 -1.313 -3.404
H 1.300 -1.977 -2.502
H 2.513 -3.060 -3.201
H 5.028 -1.568 -2.429
H 4.813 -3.284 -2.105
H 5.268 -2.199 -0.790
H 1.642 -3.090 -0.193
H 3.287 -3.426 0.331
H 2.679 -4.153 -1.151
H 1.526 0.444 2.354
H 2.553 1.834 1.957
H 2.866 0.897 3.422
H 2.416 -1.946 2.125
H 3.600 -1.420 3.321
H 4.162 -2.179 1.835
H 5.018 1.458 1.510
H 5.651 -0.169 1.188
H 5.225 0.312 2.829
```



[5]
Entry from the Open Molecules 2025 dataset: an isolated ion of composition C10H16BO8P2 and charge -1 at a distorted geometry (ωB97M-V with the def2-TZVPD basis set).

The LUMO energy comes out at 0.0958 Eh. The net charge is -1. Its strongest force on any atom is 2.1 eV/Å. The orbital gap comes out at 7.7 eV. Its total energy is -46272.397 eV. The HOMO energy is -5.081 eV. Its multiplicity is 1.

Geometry as XYZ:
```
37
C10H16BO8P2 | the Open Molecules 2025 dataset | ωB97M-V with the def2-TZVPD basis set
O 3.086 4.161 1.981
P 3.204 2.795 1.436
O 3.072 1.696 2.597
O 4.697 2.472 0.934
C 2.102 2.440 0.085
B 1.288 1.015 0.253
O 0.064 0.856 -0.585
C -0.035 -0.534 -0.608
C -1.221 -1.053 -1.373
C -2.520 -0.516 -0.814
C -2.795 -0.564 0.557
C -3.977 -0.051 1.082
C -4.918 0.521 0.236
C -4.667 0.565 -1.131
C -3.475 0.055 -1.643
C 1.385 -0.944 -1.067
P 1.806 -2.654 -0.614
O 1.690 -3.623 -1.720
O 0.885 -3.052 0.640
O 3.292 -2.594 -0.003
O 2.168 -0.103 -0.219
H 2.280 1.882 3.106
H 4.785 1.512 0.856
H 1.468 3.302 -0.084
H 2.754 2.335 -0.782
H 0.894 0.927 1.430
H -0.051 -0.842 0.443
H -1.235 -2.136 -1.300
H -1.166 -0.736 -2.410
H -2.080 -1.000 1.236
H -4.130 -0.091 2.148
H -5.821 0.926 0.660
H -5.403 1.010 -1.781
H -3.294 0.116 -2.705
H 1.640 -0.712 -2.096
H 0.817 -4.010 0.701
H 3.410 -3.369 0.556
```



[6]
Entry from the Open Molecules 2025 dataset: a 2-piece molecular cluster, C8H11N overall at a distorted geometry (ωB97M-V with the def2-TZVPD basis set).

The LUMO energy comes out at 0.0071 Eh. Its strongest force on any atom is 5.3 eV/Å. The orbital gap comes out at 9.1 eV. Its total energy is -9959.925 eV. The HOMO energy is -8.869 eV. For the energy relative to the best compared isomer or geometry (same formula, charge and spin), the calculation gives 73.8 kcal/mol. Its multiplicity is 1.

Geometry as XYZ:
```
20
C8H11N | the Open Molecules 2025 dataset | ωB97M-V with the def2-TZVPD basis set
C -2.086 -0.359 -0.102
C 2.284 0.554 -0.421
C -0.135 -2.373 -0.101
C 1.731 -0.652 -0.290
C 0.376 -1.111 -0.214
C -0.754 1.499 -0.850
C -0.563 0.705 1.579
C -0.995 0.444 0.167
N -2.933 -1.095 -0.367
H 3.219 0.689 -0.813
H 1.571 1.380 -0.499
H -1.190 -2.461 -0.087
H 0.518 -3.233 0.158
H 2.385 -1.413 -0.741
H -1.736 1.893 -1.136
H -0.227 1.146 -1.797
H -0.096 2.225 -0.333
H 0.352 0.265 1.816
H -1.308 0.130 2.208
H -0.414 1.767 1.825
```



Question: Look up the HOMO of the second one.
Answer: -12.167 eV



Question: What is the LUMO in the third record?
Answer: 0.0213 Eh



Question: Which value of orbital gap does entry 4 give?
Answer: 8.2 eV



What did the fourth record say?
Entry from the Open Molecules 2025 dataset: C26H42NO2PtSbSi as an isolated structure (ωB97M-V with the def2-TZVPD basis set).

The LUMO energy comes out at 0.0027 Eh. Its strongest force on any atom is 0.9 eV/Å. The orbital gap comes out at 8.2 eV. Its total energy is -50892.545 eV. The HOMO energy is -8.166 eV. For the energy relative to the best compared isomer or geometry (same formula, charge and spin), the calculation gives 3.2 kcal/mol. Its multiplicity is 1.

Geometry as XYZ:
```
74
C26H42NO2PtSbSi | the Open Molecules 2025 dataset | ωB97M-V with the def2-TZVPD basis set
Pt 0.205 -0.484 -0.197
O -1.263 -3.094 2.674
C -0.943 -2.424 1.709
O 0.220 -1.973 1.420
C -2.033 -2.105 0.681
C -3.253 -2.756 0.737
C -4.152 -2.589 -0.301
C -3.791 -1.792 -1.377
C -2.572 -1.146 -1.349
N -1.725 -1.269 -0.322
H -3.437 -3.397 1.587
H -5.109 -3.094 -0.288
H -4.444 -1.662 -2.229
H -2.250 -0.515 -2.162
C 0.263 2.940 0.138
Si -0.361 1.611 -1.047
C -2.224 1.971 -1.008
C 0.115 2.006 -2.832
C 0.516 3.272 -3.258
C 0.786 3.535 -4.596
C 0.635 2.533 -5.543
C 0.220 1.268 -5.145
C -0.029 1.013 -3.805
H -0.181 3.910 -0.102
H 1.348 3.058 0.173
H -0.066 2.673 1.146
H -2.325 3.042 -1.208
H -2.652 1.771 -0.023
H -2.824 1.455 -1.754
H 0.633 4.070 -2.531
H 1.110 4.523 -4.900
H 0.840 2.734 -6.587
H 0.104 0.481 -5.880
H -0.303 0.006 -3.504
C 3.387 2.718 -1.091
C 3.824 1.338 -1.576
C 5.339 1.212 -1.410
C 3.483 1.186 -3.059
Sb 2.716 -0.172 -0.417
C 3.174 -2.087 -1.403
C 2.368 -2.094 -2.705
C 4.657 -2.282 -1.693
C 2.664 -3.243 -0.540
C 3.507 -0.111 1.633
C 2.550 0.824 2.375
C 3.408 -1.506 2.245
C 4.934 0.403 1.777
H 3.953 3.480 -1.639
H 3.580 2.866 -0.025
H 2.332 2.892 -1.290
H 5.810 1.913 -2.108
H 5.712 0.218 -1.650
H 5.677 1.475 -0.413
H 3.885 2.053 -3.595
H 2.409 1.160 -3.240
H 3.942 0.297 -3.491
H 2.667 -1.313 -3.404
H 1.300 -1.977 -2.502
H 2.513 -3.060 -3.201
H 5.028 -1.568 -2.429
H 4.813 -3.284 -2.105
H 5.268 -2.199 -0.790
H 1.642 -3.090 -0.193
H 3.287 -3.426 0.331
H 2.679 -4.153 -1.151
H 1.526 0.444 2.354
H 2.553 1.834 1.957
H 2.866 0.897 3.422
H 2.416 -1.946 2.125
H 3.600 -1.420 3.321
H 4.162 -2.179 1.835
H 5.018 1.458 1.510
H 5.651 -0.169 1.188
H 5.225 0.312 2.829
```